# 1
DFT (wB97M-V/def2-TZVPD) results for a 7-piece molecular cluster, C46H47F7N2P overall.

Positions of all 103 atoms, in Å:
C  -5.248  -2.356  3.181
C  -3.811  -2.111  2.561
C  -3.225  -3.533  2.064
C  -3.926  -1.195  1.267
C  -3.834  0.362  1.568
N  -2.404  0.838  1.595
C  -1.925  1.211  2.822
C  -0.547  1.655  3.045
F  -0.144  2.007  4.283
C  0.325  1.687  1.866
C  -0.206  1.322  0.555
C  -1.603  0.896  0.451
P  -2.221  0.446  -1.273
N  -1.430  -0.748  -1.950
H  -5.972  -2.423  2.323
H  -5.527  -1.522  3.878
H  -5.250  -3.339  3.721
H  -3.070  -1.656  3.269
H  -4.002  -4.307  2.275
H  -2.259  -3.697  2.602
H  -3.045  -3.554  0.955
H  -4.837  -1.436  0.645
H  -3.030  -1.447  0.622
H  -4.325  0.985  0.765
H  -4.364  0.596  2.524
H  -2.596  1.181  3.713
H  1.393  1.990  1.942
H  0.408  1.320  -0.381
H  -2.191  1.616  -2.082
H  -3.582  0.040  -1.098
H  -1.060  -0.355  -2.826
F  -5.304  -4.327  -0.347
C  -4.798  -4.462  -1.587
C  -4.642  -5.719  -2.138
C  -4.122  -5.835  -3.421
C  -3.754  -4.692  -4.127
C  -3.912  -3.437  -3.554
C  -4.445  -3.324  -2.277
H  -4.926  -6.595  -1.568
H  -4.001  -6.813  -3.870
H  -3.343  -4.784  -5.126
H  -3.621  -2.547  -4.099
H  -4.585  -2.357  -1.809
F  4.935  0.237  5.269
C  3.867  0.091  6.072
C  2.634  0.553  5.649
C  1.528  0.399  6.474
C  1.669  -0.205  7.718
C  2.915  -0.660  8.135
C  4.020  -0.517  7.305
H  2.544  1.029  4.680
H  0.557  0.750  6.147
H  0.806  -0.322  8.363
H  3.026  -1.127  9.106
H  4.997  -0.873  7.609
F  -0.677  1.209  -4.529
C  0.556  1.052  -5.065
C  0.739  0.137  -6.085
C  2.002  -0.019  -6.639
C  3.069  0.732  -6.159
C  2.872  1.643  -5.129
C  1.606  1.810  -4.582
H  -0.102  -0.445  -6.441
H  2.156  -0.727  -7.444
H  4.055  0.605  -6.589
H  3.705  2.224  -4.752
H  1.432  2.523  -3.785
F  2.504  2.217  -8.446
C  1.392  2.532  -9.140
C  1.515  2.953  -10.452
C  0.373  3.274  -11.174
C  -0.877  3.181  -10.573
C  -0.987  2.762  -9.253
C  0.154  2.430  -8.533
H  2.498  3.028  -10.902
H  0.457  3.598  -12.205
H  -1.768  3.436  -11.136
H  -1.961  2.693  -8.784
H  0.087  2.094  -7.508
F  6.623  5.587  4.090
C  5.456  5.453  4.740
C  4.673  6.571  4.965
C  3.463  6.431  5.633
C  3.056  5.177  6.077
C  3.855  4.062  5.848
C  5.060  4.199  5.171
H  5.010  7.540  4.619
H  2.838  7.298  5.808
H  2.114  5.069  6.602
H  3.540  3.087  6.198
H  5.692  3.341  4.976
F  -0.306  -2.804  3.419
C  0.901  -2.973  2.838
C  1.034  -3.883  1.805
C  2.276  -4.051  1.205
C  3.369  -3.316  1.652
C  3.221  -2.409  2.694
C  1.978  -2.232  3.288
H  0.173  -4.452  1.476
H  2.392  -4.755  0.390
H  4.338  -3.452  1.186
H  4.074  -1.839  3.045
H  1.841  -1.523  4.096

Calculated values
**Total energy**: -79746.3325 eV
**Kohn-Sham gap**: 5.988 eV
**Charge**: +1
**HOMO level**: -10.639 eV

These are the Löwdin partial charges, in e, on atoms 1 to 4: -0.074 -0.363 -0.056 -0.172

=====

# 2
DFT (wB97M-V/def2-TZVPD) results for C46H48As2MnN3O3P as an isolated structure.

Positions of all 104 atoms, in Å:
Mn  0.382  0.252  -0.095
C  2.716  3.114  0.521
C  3.320  1.933  1.257
As  2.822  0.290  0.330
C  3.905  0.190  -1.238
C  3.302  0.180  -2.493
C  4.086  0.168  -3.638
C  5.470  0.168  -3.528
C  6.075  0.187  -2.277
C  5.297  0.203  -1.129
C  3.160  -1.180  1.514
C  4.167  -2.114  1.280
C  4.347  -3.159  2.178
C  3.527  -3.267  3.295
C  2.522  -2.335  3.522
C  2.329  -1.289  2.630
As  0.828  2.754  0.200
C  -0.091  2.894  1.857
C  -1.511  2.474  1.744
C  -2.274  2.267  3.056
C  -1.515  2.550  4.312
C  -0.262  3.006  4.289
C  0.484  3.154  3.033
C  0.066  3.976  -1.044
C  0.224  3.776  -2.413
C  -0.330  4.684  -3.301
C  -1.040  5.778  -2.819
C  -1.197  5.972  -1.453
C  -0.648  5.069  -0.555
H  3.187  3.278  -0.450
H  2.791  4.043  1.087
H  2.957  1.838  2.280
H  4.411  1.967  1.278
H  2.219  0.204  -2.590
H  3.621  0.175  -4.615
H  6.082  0.166  -4.420
H  7.153  0.200  -2.195
H  5.783  0.233  -0.160
H  4.824  -2.024  0.423
H  5.143  -3.875  2.020
H  3.681  -4.074  4.000
H  1.891  -2.418  4.397
H  1.526  -0.577  2.805
H  -2.044  3.097  1.026
H  -3.254  2.744  3.076
H  -2.035  2.423  5.253
H  0.250  3.256  5.208
H  1.521  3.463  3.104
H  0.784  2.927  -2.793
H  -0.206  4.546  -4.366
H  -1.468  6.488  -3.514
H  -1.744  6.829  -1.085
H  -0.770  5.224  0.511
O  -1.560  0.668  -0.786
C  -2.601  0.607  0.291
C  -1.730  0.947  1.534
O  -2.439  0.848  2.762
O  -0.592  0.167  1.513
C  -3.661  1.655  0.010
C  -4.830  1.618  0.770
C  -5.817  2.572  0.579
C  -5.658  3.560  -0.383
C  -4.501  3.599  -1.145
C  -3.500  2.656  -0.945
C  -3.234  -0.773  0.309
C  -3.205  -1.607  1.423
C  -3.934  -2.793  1.424
C  -4.692  -3.159  0.321
C  -4.726  -2.331  -0.796
C  -4.011  -1.143  -0.791
H  -1.980  0.694  -1.656
H  -4.969  0.841  1.512
H  -6.718  2.534  1.176
H  -6.435  4.296  -0.540
H  -4.371  4.366  -1.897
H  -2.590  2.740  -1.530
H  -2.652  -1.323  2.307
H  -3.933  -3.416  2.310
H  -5.282  -4.066  0.343
H  -5.343  -2.587  -1.647
H  -4.121  -0.463  -1.632
C  1.448  -5.080  -0.157
N  1.805  -4.434  -1.518
C  0.674  -4.771  -2.513
N  -0.575  -4.337  -2.002
C  -0.860  -4.966  -0.710
N  0.172  -4.646  0.277
C  0.142  -3.242  0.683
P  0.449  -2.143  -0.767
C  1.997  -2.950  -1.388
C  -0.734  -2.884  -1.978
H  2.236  -4.796  0.541
H  1.462  -6.155  -0.331
H  2.675  -4.849  -1.857
H  0.693  -5.854  -2.630
H  0.925  -4.288  -3.457
H  -0.898  -6.047  -0.849
H  -1.825  -4.618  -0.347
H  0.896  -3.046  1.449
H  -0.834  -2.991  1.097
H  2.819  -2.778  -0.692
H  2.280  -2.554  -2.365
H  -0.569  -2.471  -2.975
H  -1.748  -2.635  -1.665

Calculated values
**Total energy**: -221355.0912 eV
**Kohn-Sham gap (spin up / spin down)**: 5.493 / 7.219 eV
**Charge**: +3
**HOMO level (spin up / spin down)**: -15.303 / -15.340 eV
**2S+1**: 5
**⟨S²⟩**: 6.34

These are the Löwdin partial charges, in e, on atoms 1 to 4: 0.483 -0.362 -0.363 1.263

=====

# 3
DFT (wB97M-V/def2-TZVPD) results for C46H48AsCl5FIrNOSSi as an isolated structure.

Positions of all 106 atoms, in Å:
Ir  1.779  -0.261  -0.617
Cl  3.574  -2.143  -0.507
C  4.346  -0.856  -1.385
C  3.424  0.128  -1.714
C  3.866  1.084  -2.628
Cl  2.763  2.145  -3.410
C  5.213  1.116  -3.017
Cl  5.756  2.324  -4.115
C  6.127  0.171  -2.552
Cl  7.779  0.238  -3.014
C  5.676  -0.871  -1.745
Cl  6.712  -2.131  -1.213
C  1.079  2.729  2.501
Si  2.211  1.253  2.702
C  3.933  1.885  3.101
C  1.553  0.228  4.129
C  2.447  -0.048  1.323
H  0.778  3.035  3.507
H  0.173  2.502  1.939
H  1.565  3.578  2.024
H  3.891  2.600  3.926
H  4.380  2.394  2.243
H  4.603  1.074  3.391
H  1.556  0.800  5.060
H  2.137  -0.681  4.286
H  0.526  -0.077  3.920
H  1.944  -0.945  1.728
H  3.520  -0.274  1.337
O  0.218  -2.864  1.700
S  0.947  -3.703  0.708
C  1.477  -5.168  1.605
C  2.425  -6.008  1.039
C  2.824  -7.141  1.730
C  2.287  -7.415  2.981
C  1.357  -6.553  3.545
C  0.947  -5.419  2.858
C  -0.288  -4.470  -0.338
C  0.103  -5.132  -1.490
C  -0.868  -5.686  -2.309
C  -2.211  -5.556  -1.978
C  -2.585  -4.871  -0.832
C  -1.620  -4.318  -0.002
H  2.856  -5.778  0.072
H  3.562  -7.804  1.298
H  2.599  -8.300  3.519
H  0.952  -6.762  4.527
H  0.232  -4.722  3.277
H  1.150  -5.202  -1.758
H  -0.578  -6.206  -3.212
H  -2.968  -5.980  -2.625
H  -3.633  -4.758  -0.586
H  -1.880  -3.761  0.889
F  0.577  -1.686  -1.391
C  -2.253  4.129  4.470
C  -2.162  3.261  3.247
C  -1.876  1.907  3.342
C  -1.737  1.103  2.217
C  -1.467  -0.365  2.462
C  -1.893  1.663  0.928
As  -1.346  0.370  -0.472
N  0.426  1.085  -0.791
C  0.757  2.450  -0.952
C  -0.027  3.277  -1.757
C  0.327  4.597  -1.980
C  1.482  5.123  -1.418
C  2.281  4.301  -0.638
C  1.925  2.984  -0.407
C  -2.487  0.781  -2.034
C  -2.032  0.787  -3.361
C  -0.614  0.464  -3.745
C  -2.940  1.031  -4.389
C  -4.294  1.211  -4.154
C  -5.254  1.496  -5.276
C  -4.743  1.071  -2.849
C  -3.872  0.841  -1.793
C  -4.475  0.617  -0.428
C  -2.294  3.003  0.830
C  -2.769  3.678  -0.434
C  -2.392  3.777  1.983
H  -1.816  3.634  5.336
H  -3.292  4.364  4.711
H  -1.732  5.074  4.316
H  -1.736  1.461  4.321
H  -1.478  -0.562  3.534
H  -0.513  -0.719  2.070
H  -2.236  -0.987  1.999
H  -0.896  2.870  -2.246
H  -0.301  5.211  -2.614
H  1.762  6.153  -1.598
H  3.193  4.686  -0.198
H  2.572  2.358  0.194
H  0.112  1.059  -3.200
H  -0.460  0.634  -4.810
H  -0.394  -0.583  -3.525
H  -2.570  1.064  -5.407
H  -4.729  1.617  -6.222
H  -5.821  2.408  -5.084
H  -5.975  0.684  -5.392
H  -5.807  1.129  -2.641
H  -5.510  0.294  -0.538
H  -4.467  1.517  0.186
H  -3.946  -0.157  0.133
H  -2.695  3.054  -1.316
H  -2.220  4.603  -0.612
H  -3.823  3.940  -0.310
H  -2.683  4.817  1.879

Calculated values
**Total energy**: -199737.3106 eV
**Kohn-Sham gap (spin up / spin down)**: 7.131 / 6.460 eV
**HOMO level (spin up / spin down)**: -7.695 / -7.636 eV
**Relative energy (zero: lowest compared OMol25 entry of this formula, charge and spin)**: 0.0 kcal/mol
**2S+1**: 2
**⟨S²⟩**: 0.76

These are the Löwdin partial charges, in e, on atoms 1 to 4: 1.301 0.760 -0.665 -0.336

=====

# 4
DFT (wB97M-V/def2-TZVPD) results for C46H48AsN3OYb as an isolated structure.

Positions of all 100 atoms, in Å:
Yb  -0.390  0.618  -0.043
N  4.010  2.686  0.477
N  -1.108  2.857  -2.156
C  -2.527  -0.026  1.502
C  -1.944  1.131  2.090
C  -0.746  0.731  2.725
C  0.161  1.575  3.482
H  -0.300  2.428  3.940
H  0.927  1.984  2.783
H  0.795  1.049  4.166
C  -0.572  -0.653  2.515
C  0.477  -1.485  3.147
H  0.230  -1.715  4.199
H  1.452  -0.974  3.153
H  0.611  -2.441  2.623
C  -1.650  -1.120  1.724
C  -1.841  -2.534  1.313
H  -0.931  -2.942  0.841
H  -2.670  -2.638  0.599
H  -2.069  -3.176  2.182
C  -2.522  2.496  2.108
H  -3.012  2.717  3.072
H  -3.282  2.632  1.323
H  -1.749  3.267  1.959
C  -3.884  -0.075  0.902
H  -4.029  -0.986  0.303
H  -4.064  0.793  0.250
H  -4.670  -0.060  1.681
C  4.924  2.217  -0.355
H  5.936  2.252  0.077
C  4.505  1.776  -1.640
H  5.334  1.529  -2.299
C  3.158  1.647  -1.982
H  2.903  1.357  -3.030
C  2.186  1.869  -0.995
H  1.146  2.026  -1.271
C  2.691  2.278  0.299
C  2.207  2.548  1.575
H  1.231  2.976  1.339
C  -2.172  2.136  -2.357
C  -1.661  4.182  -1.959
H  -1.065  4.934  -1.496
C  -2.975  4.260  -2.379
H  -3.552  5.158  -2.745
N  -3.300  2.889  -2.464
C  -4.538  2.254  -2.283
C  -5.559  2.913  -1.567
C  -6.752  2.197  -1.525
H  -7.639  2.713  -1.158
C  -6.805  0.872  -1.980
C  -8.137  0.213  -2.072
H  -8.017  -0.870  -1.955
H  -8.580  0.414  -3.061
H  -8.801  0.618  -1.299
C  -5.663  0.175  -2.402
H  -5.735  -0.880  -2.703
C  -4.455  0.852  -2.478
C  -3.185  0.100  -2.695
H  -2.346  0.706  -3.155
H  -3.384  -0.766  -3.347
H  -2.767  -0.374  -1.779
C  -5.344  4.193  -0.849
H  -5.054  5.024  -1.499
H  -4.628  4.142  -0.013
H  -6.300  4.468  -0.390
O  1.240  -0.687  0.082
As  2.705  -1.623  0.077
C  2.413  -3.366  0.881
C  2.899  -3.631  2.172
C  2.698  -4.889  2.752
C  2.068  -5.902  2.023
C  1.634  -5.655  0.716
C  1.800  -4.388  0.142
C  3.341  -1.789  -1.736
C  4.672  -1.499  -2.071
C  5.137  -1.747  -3.368
C  4.278  -2.294  -4.329
C  2.946  -2.566  -3.998
C  2.467  -2.291  -2.711
C  4.049  -0.820  1.233
C  3.680  0.149  2.162
C  4.576  0.636  3.106
C  5.884  0.142  3.133
C  6.282  -0.815  2.194
C  5.367  -1.316  1.262
H  3.434  -2.856  2.725
H  3.040  -5.069  3.773
H  1.919  -6.885  2.474
H  1.163  -6.451  0.136
H  1.467  -4.195  -0.879
H  5.341  -1.068  -1.324
H  6.172  -1.510  -3.623
H  4.647  -2.503  -5.335
H  2.273  -2.994  -4.744
H  1.419  -2.467  -2.459
H  2.681  0.583  2.113
H  4.238  1.394  3.818
H  6.583  0.509  3.884
H  7.311  -1.182  2.188
H  5.670  -2.093  0.561

Calculated values
**Total energy**: -147358.8697 eV
**Kohn-Sham gap (spin up / spin down)**: 4.991 / 4.990 eV
**Charge**: -1
**HOMO level (spin up / spin down)**: -3.048 / -3.048 eV
**2S+1**: 2
**⟨S²⟩**: 0.77

These are the Löwdin partial charges, in e, on atoms 1 to 4: 1.358 0.051 -0.010 -0.327